1.
Computed, not measured: a 5-piece molecular cluster, C21H30FNO12 overall, with ωB97M-V with the def2-TZVPD basis set.

Results
Maximum force ... 0.12377 Eh/bohr
LUMO energy ... -0.847 eV
HOMO level ... -9.7322 eV
SMILES string ... N#COOC(=O)OCCCF.O=C1CCCO1.O=C1CCCO1.O=C1CCCO1.O=C1CCCO1

Last column: Mulliken charge in e.
Atoms and positions in Å:
N: -1.90102 2.68057 -0.72614  -0.406
C: -1.20490 2.82629 -1.70339  0.602
O: -0.32885 2.91984 -2.81539  -0.235
O: 0.38380 1.77499 -3.01757  -0.038
C: -0.36142 0.59261 -2.67201  0.389
O: -1.28921 0.12425 -3.38886  -0.521
O: -0.05681 -0.16524 -1.48859  -0.085
C: 1.35025 -0.56564 -1.49819  -0.253
C: 2.20437 0.03164 -0.26802  -0.128
C: 2.14759 1.62930 -0.12962  0.143
F: 1.93833 1.93773 1.28286  -0.299
H: 1.83267 -0.33642 -2.52220  0.270
H: 1.39147 -1.71503 -1.38108  0.331
H: 1.72103 -0.39406 0.69409  -0.166
H: 3.30657 -0.30965 -0.35075  0.353
H: 1.30266 2.13669 -0.70457  -0.135
H: 3.14013 2.09460 -0.47336  0.228
O: 0.38622 -1.32620 2.36391  -0.513
C: 0.34302 -0.72763 3.41105  0.422
O: -0.29655 -1.18144 4.52233  -0.407
C: -0.24290 -0.17774 5.54304  -0.464
C: 0.93487 0.69564 5.17984  -0.572
C: 0.93628 0.62905 3.66793  -0.182
H: -1.18736 0.37464 5.53896  0.248
H: -0.11520 -0.65173 6.51797  0.332
H: 0.85679 1.71018 5.57447  0.341
H: 1.85833 0.25333 5.56756  0.281
H: 0.28945 1.39022 3.22598  0.200
H: 1.94494 0.69879 3.26350  0.260
O: 2.29139 -3.03006 -3.02428  -0.532
C: 2.91158 -2.51475 -3.92037  0.492
O: 3.40984 -1.24766 -3.87402  -0.313
C: 3.99186 -0.91982 -5.14137  -0.496
C: 4.30746 -2.24733 -5.78901  -0.520
C: 3.20904 -3.14165 -5.25459  -0.404
H: 3.26678 -0.33763 -5.71796  0.291
H: 4.88826 -0.31606 -4.98875  0.321
H: 4.34127 -2.19721 -6.87863  0.327
H: 5.27893 -2.60972 -5.43779  0.263
H: 2.31123 -3.09988 -5.87593  0.262
H: 3.54937 -4.17041 -5.13759  0.311
O: -3.00978 -6.92506 0.73680  -0.583
C: -2.32450 -5.96023 0.50968  0.453
O: -1.34023 -5.92911 -0.43023  -0.367
C: -0.65671 -4.67216 -0.36002  -0.332
C: -1.62874 -3.72781 0.30603  -0.098
C: -2.39049 -4.64518 1.23760  -0.426
H: 0.25951 -4.80536 0.22326  0.202
H: -0.39013 -4.34206 -1.36596  0.265
H: -1.13962 -2.89446 0.81406  0.082
H: -2.31332 -3.31275 -0.44099  0.258
H: -1.89293 -4.74778 2.20502  0.251
H: -3.42258 -4.31967 1.36753  0.303
O: -3.46113 7.54526 3.43754  -0.582
C: -3.50542 6.51634 2.81327  0.427
O: -2.94931 5.34644 3.23188  -0.348
C: -3.09164 4.35901 2.20425  -0.220
C: -4.24563 4.83328 1.35339  -0.490
C: -4.13000 6.33897 1.45601  -0.322
H: -2.15525 4.30403 1.64125  0.155
H: -3.29037 3.38511 2.65552  0.273
H: -4.20734 4.45881 0.32897  0.297
H: -5.19206 4.50687 1.79657  0.277
H: -3.45783 6.74855 0.69819  0.250
H: -5.10607 6.82152 1.40692  0.278

***

2.
Computed, not measured: the molecule C21H30N2O2, with ωB97M-V with the def2-TZVPD basis set.

Results
Maximum force ... 0.01424 Eh/bohr
LUMO energy ... 0.537 eV
HOMO level ... -9.0371 eV
Relative energy (zero: lowest compared OMol25 entry of this formula, charge and spin) ... 9.3 kcal per mole
SMILES string ... Cc1ccccc1C(=O)N1CCC(C(=O)NC2CCCCCC2)CC1

Last column: Mulliken charge in e.
Atoms and positions in Å:
C: -3.76391 0.80465 2.03412  -1.321
C: -3.77478 2.12727 1.33200  0.979
C: -4.89604 2.56836 0.64225  -0.756
C: -4.90404 3.79506 0.00141  -0.572
C: -3.78391 4.60685 0.04410  -0.664
C: -2.65550 4.18050 0.72201  -0.037
C: -2.64317 2.94474 1.35569  0.173
C: -1.43642 2.53057 2.14467  0.340
O: -1.39614 2.64603 3.35600  -0.673
N: -0.39367 2.05432 1.42528  0.132
C: -0.39772 1.81647 0.00417  -0.794
H: 0.44018 2.36634 -0.44587  0.323
C: -0.23902 0.32267 -0.28860  -0.631
H: -1.09809 -0.21960 0.11037  0.087
H: -0.20839 0.16400 -1.36865  0.361
C: 1.03333 -0.22077 0.37305  0.555
C: 1.07944 -1.73088 0.14279  -0.070
O: 0.50276 -2.52133 0.85904  -0.726
N: 1.77288 -2.09782 -0.95407  -0.033
H: 2.23330 -1.39890 -1.51379  0.300
C: 1.89485 -3.47885 -1.38448  0.096
C: 1.51057 -3.60811 -2.86955  -0.993
C: 2.65360 -3.72169 -3.87831  -0.607
C: 3.75526 -2.67065 -3.73667  -0.647
H: 4.20483 -2.50450 -4.71888  0.341
C: 4.86755 -3.10395 -2.78470  -0.718
H: 5.22126 -4.09087 -3.09274  0.299
H: 5.70841 -2.41247 -2.88486  0.348
C: 4.46580 -3.15522 -1.31342  -0.566
C: 3.26852 -4.05370 -1.00078  -1.244
H: 3.39335 -5.02473 -1.48014  0.449
H: 3.25255 -4.21832 0.07894  0.463
H: 5.32274 -3.52861 -0.74722  0.357
H: 4.26431 -2.14546 -0.94979  0.309
H: 3.32952 -1.71764 -3.41540  0.268
H: 3.10528 -4.71275 -3.81234  0.339
H: 2.20863 -3.64228 -4.87332  0.434
H: 0.88066 -4.49176 -2.98803  0.248
H: 0.89313 -2.74342 -3.12663  0.275
H: 1.14336 -4.01217 -0.79061  0.568
C: 0.99343 0.09041 1.86971  -0.825
C: 0.79844 1.58668 2.09937  -1.063
H: 1.66354 2.14205 1.71536  0.346
H: 0.67830 1.80355 3.16212  0.526
H: 0.17032 -0.46691 2.31898  0.261
H: 1.91945 -0.23636 2.34491  0.438
H: 1.91041 0.25581 -0.07986  0.241
H: -1.32800 2.18721 -0.42814  0.526
H: -1.77663 4.80798 0.76700  0.475
H: -3.78841 5.56884 -0.44638  0.403
H: -5.78838 4.12039 -0.52664  0.392
H: -5.77709 1.94311 0.61246  0.373
H: -3.40007 0.92657 3.05261  0.313
H: -3.09909 0.10493 1.52677  0.177
H: -4.76078 0.37199 2.06245  0.427

***

3.
Computed, not measured: the molecule C21H30N2O6S, with ωB97M-V with the def2-TZVPD basis set.

Results
Maximum force ... 0.02063 Eh/bohr
LUMO energy ... -0.419 eV
HOMO level ... -9.2764 eV
Relative energy (zero: lowest compared OMol25 entry of this formula, charge and spin) ... 3.2 kcal per mole
SMILES string ... C[C@@H]1[C@@H](C)CCC[C@H]1NC(=O)COC(=O)c1ccc(S(=O)(=O)N2CCOCC2)cc1

Last column: Mulliken charge in e.
Atoms and positions in Å:
C: -5.02420 -3.32054 0.65067  -1.783
H: -4.10524 -3.83410 0.38379  0.411
H: -5.85180 -4.00613 0.48134  0.460
H: -4.99338 -3.07801 1.71050  0.349
C: -5.21911 -2.05243 -0.17923  0.479
C: -6.62562 -1.49747 0.05729  -0.809
C: -6.87815 -0.25001 -0.77933  -0.775
C: -5.84884 0.81807 -0.43758  -0.986
C: -4.43586 0.28453 -0.67896  -0.606
N: -3.45076 1.32150 -0.39487  0.099
C: -3.27012 1.88200 0.80891  0.709
O: -3.94045 1.67992 1.79737  -0.631
C: -2.07637 2.86375 0.84077  -0.933
H: -2.08847 3.40045 1.79004  0.327
H: -2.13874 3.55984 -0.00229  0.366
O: -0.82964 2.17170 0.80618  -0.251
C: -0.33824 1.81704 -0.37846  0.626
O: -0.89703 2.03458 -1.43215  -0.734
C: 0.97258 1.12828 -0.27094  0.427
C: 1.54524 0.83684 0.96679  -0.624
C: 2.76787 0.19350 1.01750  -0.876
C: 3.40344 -0.15330 -0.16051  0.007
C: 2.84382 0.12165 -1.39374  -0.316
C: 1.62077 0.76515 -1.45016  -0.622
H: 1.15092 0.99603 -2.39418  0.490
H: 3.37036 -0.18188 -2.28503  0.563
S: 5.00279 -0.95708 -0.05384  1.436
O: 4.94991 -1.97561 0.95099  -0.746
O: 5.41693 -1.31991 -1.38074  -0.675
N: 5.89496 0.32356 0.56550  0.033
C: 6.92394 -0.01824 1.53043  -0.746
H: 6.53082 -0.82124 2.15239  0.445
C: 8.20250 -0.46349 0.81740  -0.444
O: 8.64470 0.52535 -0.08667  -0.417
C: 7.66976 0.78640 -1.07290  -0.499
C: 6.35930 1.26320 -0.43699  -0.710
H: 5.58094 1.35772 -1.19428  0.362
H: 6.50927 2.22932 0.05580  0.396
H: 8.09057 1.55821 -1.71943  0.378
H: 7.46899 -0.12182 -1.65768  0.334
H: 9.01681 -0.61219 1.52825  0.375
H: 8.00104 -1.40319 0.28099  0.314
H: 7.11913 0.86914 2.14069  0.347
H: 3.23898 -0.05555 1.95448  0.438
H: 1.02793 1.11339 1.87164  0.497
H: -2.80248 1.56478 -1.13269  0.377
H: -4.32142 0.03822 -1.74048  0.495
C: -4.16582 -0.98333 0.15282  0.427
C: -2.74442 -1.48300 -0.10875  -1.605
H: -2.02038 -0.68756 0.05698  0.091
H: -2.64349 -1.82933 -1.13618  0.374
H: -2.49122 -2.29987 0.55994  0.488
H: -4.25802 -0.71390 1.20885  0.428
H: -6.00571 1.71114 -1.04661  0.348
H: -5.94109 1.09983 0.61136  0.368
H: -7.88283 0.13119 -0.58870  0.377
H: -6.81031 -0.50050 -1.84114  0.349
H: -7.36418 -2.26316 -0.18959  0.329
H: -6.73813 -1.25112 1.11496  0.337
H: -5.12271 -2.31235 -1.24053  0.333

***

- maximum force of number 1 (C21H30FNO12)?
  0.12377 Eh/bohr

***

- What is the formula in the third record?
  C21H30N2O6S

***

- The highest LUMO energy belongs to which entry?
  C21H30N2O2